1.
C7H11BrO4S in the gas phase at a distorted geometry. Source: OMol25; level of theory: the ωB97M-V functional and the def2-TZVPD basis.

Element x y z (Å)
O: 1.48768 -0.05019 -1.47830
C: 0.07454 1.30522 -0.14639
H: -0.73507 1.23549 -0.82104
H: -0.29996 -3.71812 -1.28547
H: -1.25489 3.20696 0.38008
H: 1.81759 0.12583 0.57816
C: -0.54751 -1.62571 0.35429
H: 1.30583 -4.29257 -0.81629
C: -0.33352 1.60275 1.28473
H: 1.11531 2.88509 0.13665
H: 0.72603 0.22482 -1.99869
H: 0.47701 1.53146 1.95198
S: -0.95742 -1.12604 1.99501
H: -1.77281 1.20352 2.79284
C: 1.06757 0.21724 -0.24397
C: 0.57440 -2.60686 0.32528
O: 0.82199 2.38495 -0.73323
O: -0.89898 2.96017 1.33206
Br: -1.90583 -1.45720 -1.04414
C: -1.43350 0.62462 1.82797
H: 1.19754 -2.67201 -1.68113
H: -2.23794 0.44450 1.11117
C: 0.61459 -3.41523 -0.91029
O: 1.30814 -2.61213 1.28778

Total charge: 0
Frontier orbital gap (spin up / spin down): 7.39 / 6.92 eV
HOMO level (spin up / spin down): -7.75 / -7.65 eV

---

2.
A molecular structure, C3HHgLiO4 at a distorted geometry. Source: OMol25; level of theory: the ωB97M-V functional and the def2-TZVPD basis.

Element x y z (Å)
C: 1.59097 0.39553 0.76941
O: 0.44986 1.63669 0.27709
Hg: -4.14310 -1.99708 -0.81211
H: 1.70839 1.74596 -0.52218
O: 1.26563 -0.71651 1.07172
Li: 0.77489 -2.37751 0.30361
O: 2.44806 0.80795 -0.05785
C: -1.52585 0.27073 -0.41382
O: -1.83580 -0.95343 -0.43068
C: -0.73305 1.18768 -0.18518

Total charge: +1
Frontier orbital gap (spin up / spin down): 6.34 / 5.19 eV
Multiplicity: 2
HOMO level (spin up / spin down): -11.84 / -11.58 eV

---

3.
C4H3NO2 in the gas phase. Source: OMol25; level of theory: the ωB97M-V functional and the def2-TZVPD basis.

Element x y z (Å)
N: -0.31518 -0.56743 -0.74891
H: -2.01939 0.63972 -0.59512
H: -2.34209 -1.04521 -0.18976
C: -1.32963 0.43328 1.19283
O: 2.73296 0.66522 0.54235
C: 2.00095 0.04569 -0.18413
O: -0.01515 0.63388 1.13622
H: 2.35209 -0.54396 -1.04875
C: -1.58886 -0.25884 -0.11053
C: 0.52430 -0.00236 0.00579

Total charge: 0
Frontier orbital gap: 8.94 eV
HOMO level: -9.66 eV

---

4.
A molecular structure, CHCl2NO3S at a distorted geometry. Source: OMol25; level of theory: the ωB97M-V functional and the def2-TZVPD basis.

Element x y z (Å)
N: 0.45388 -0.09296 0.25173
O: -0.27909 -0.02756 2.66768
Cl: -0.17307 -2.74635 -0.55224
C: 0.63485 -1.93830 0.61592
O: -1.08342 1.67525 1.05985
H: -0.11756 0.06695 -0.55803
Cl: 1.57498 1.88953 1.86717
S: -0.06825 0.78456 1.51929
O: 1.27221 -2.19801 1.54600

Total charge: 0
Frontier orbital gap: 10.65 eV
HOMO level: -10.92 eV

---

5.
A molecular structure, C40H36BrCdCl6N5O6. Source: OMol25; level of theory: the ωB97M-V functional and the def2-TZVPD basis.

Element x y z (Å)
N: -2.58830 0.66149 1.00494
H: 3.99087 3.06274 -6.74354
H: 1.61744 -2.34135 8.77579
H: -0.27086 2.45879 -1.11841
O: 2.34526 -5.38293 0.17469
C: 3.08216 2.74440 -6.25213
Cl: 5.61662 1.50197 3.63343
H: 1.10535 1.94565 -0.37693
C: -1.77289 -2.48828 4.02369
H: -4.93953 1.87902 -3.61876
H: -3.93493 2.29966 0.92780
H: 0.76128 4.34095 0.07151
C: -2.01517 2.97422 1.68858
H: 3.65874 -2.67906 7.40524
C: 3.13225 2.11040 -5.01823
H: -2.17901 -3.45588 2.11340
Cl: 4.68169 0.32644 0.86220
C: 2.69187 -2.57776 6.92849
H: -2.74776 0.40913 1.97480
C: -2.86808 0.18926 -3.63384
H: -0.79142 -3.05871 -2.08121
H: 4.07556 1.91288 -4.52901
H: -0.80943 -4.59530 1.00122
O: -3.51084 -0.49567 -1.43283
C: -1.63582 2.37500 -4.13850
H: 1.86823 -4.99032 0.92651
C: 1.17805 0.69059 2.83161
H: -3.15802 0.07455 0.39355
C: 2.17232 0.40702 1.80465
C: 1.35835 -2.45990 4.92145
C: 0.21620 3.53123 0.58042
O: -0.06928 0.44912 2.60505
N: -0.43167 1.65472 -4.20734
Cl: 0.41750 1.69914 5.19861
C: -1.37347 -3.20069 2.80548
C: 0.69057 2.53644 -6.21560
H: -2.13591 -0.31195 -4.26984
Cl: -0.77730 2.59227 -7.15798
H: -1.70155 4.35060 0.03928
C: 1.55012 -2.38792 7.69571
H: 1.41709 -2.77121 0.60847
Cl: 3.46601 2.19422 5.81802
N: 0.16910 2.30876 -0.21468
H: -0.56337 -2.06797 7.67506
H: -4.97185 4.33069 -3.92892
C: -1.16417 -2.12391 5.15998
H: 2.67782 -6.56808 -2.07115
O: -1.37364 0.10433 -1.75944
C: 1.16957 -5.57191 -3.25346
C: 0.69023 1.99809 -4.91718
C: -2.84627 4.46396 -4.20336
O: -0.51223 -2.27262 0.06910
C: 1.65142 -5.06773 -0.95412
H: -2.83840 5.54097 -4.31679
C: 0.17221 -4.60641 -3.26008
C: -4.01640 2.41114 -3.81736
C: -4.03534 3.78965 -3.98274
C: -2.86952 2.07665 0.77729
H: -0.40788 -4.42428 -4.15609
C: 2.98471 1.52138 4.28806
O: 1.79973 -0.04663 0.65023
H: -0.31256 1.04520 -3.38309
C: 0.68573 -4.05946 -0.96243
C: 2.58836 -2.60228 5.54682
C: 3.92812 1.21275 3.33298
H: -1.05671 4.91233 1.57455
H: -1.81892 -1.65001 5.88390
C: 1.85395 2.93355 -6.85681
N: -0.17046 -3.49900 2.53804
C: 1.96911 1.73047 -4.37915
N: 0.06273 -4.18790 1.35941
H: 1.28892 -2.46461 3.84871
C: -0.05779 -3.85539 -2.11378
H: -0.72340 4.29034 -4.42794
Cl: 2.08879 0.93925 -2.84948
H: 0.76103 3.29910 1.49988
C: -2.56657 -0.11141 -2.13003
C: -1.17865 4.02418 0.94717
Cd: -0.41871 -0.15057 0.45416
C: 0.20001 -2.29209 5.68067
C: 0.44531 -3.17308 0.25997
C: -1.65563 3.75944 -4.27730
C: 1.62910 1.27133 4.02137
H: -3.86240 -0.20101 -3.84594
H: 1.77842 3.36235 -7.84666
C: 1.90949 -5.80572 -2.10368
C: -2.83701 1.67953 -3.87637
H: 1.36865 -6.15791 -4.14345
Br: -3.64790 -2.03476 3.92939
H: -1.34243 2.32797 2.26080
H: 3.47770 -2.70787 4.93872
H: -2.66464 3.47868 2.40899
C: 3.51020 0.67057 2.10551
C: 0.32431 -2.23548 7.07506
H: -2.65414 2.28042 -0.27480

Total charge: -2
Frontier orbital gap: 5.37 eV
HOMO level: -1.63 eV

---

6.
H2N2O3S2 in the gas phase at a distorted geometry. Source: OMol25; level of theory: the ωB97M-V functional and the def2-TZVPD basis.

Element x y z (Å)
O: 0.26086 -0.05195 -1.06694
N: 0.27315 2.67028 -0.47223
H: -1.17219 -2.59659 0.45845
N: -1.31444 -1.56840 0.37449
O: 0.43792 0.27308 1.05361
S: 1.01066 1.37176 -0.28743
S: 0.09671 -0.97218 0.18891
H: -0.65731 2.87163 -0.47716
O: 1.06465 -1.99763 0.22829

Total charge: 0
Frontier orbital gap: 9.15 eV
HOMO level: -10.13 eV

---

7.
2 unconnected molecules or ions with the total composition C6H12NO at a distorted geometry. Source: OMol25; level of theory: the ωB97M-V functional and the def2-TZVPD basis.

Element x y z (Å)
O: 2.01369 0.65452 -0.50610
H: -0.25183 -1.53619 1.40101
C: -0.91202 0.29875 -1.48750
H: -0.10458 0.71770 -1.97953
N: -0.74743 -0.02982 -0.07005
C: -0.73651 -1.38728 0.34754
H: 3.56986 -1.39371 1.26404
H: -0.07792 -1.86382 -0.23057
C: -0.44698 0.82400 0.83025
H: -0.75441 2.53572 -0.38759
H: -0.13866 0.35124 1.70582
H: -1.65122 -1.77384 0.17010
C: 3.08736 -1.39360 0.25885
C: 2.40829 -0.38224 -0.12743
H: -1.03180 -0.47981 -2.17249
H: 0.40312 2.94052 0.69818
C: -0.52707 2.25985 0.58551
H: 3.43310 -2.18107 -0.36277
H: -1.18523 2.76925 1.19840
H: -1.79830 1.08795 -1.54100

Total charge: +1
Frontier orbital gap: 8.91 eV
HOMO level: -13.11 eV

---

8.
C6H9Cl2NO2 in the gas phase at a distorted geometry. Source: OMol25; level of theory: the ωB97M-V functional and the def2-TZVPD basis.

Element x y z (Å)
H: -0.38647 0.76186 1.91508
H: 0.92959 0.64772 -2.31542
H: -0.74682 2.58173 0.33098
Cl: 2.74377 -0.52317 -1.37431
C: -1.09825 0.63983 1.13190
C: -0.58135 1.48827 -0.09327
H: -0.96895 1.23644 -1.02245
H: -2.12910 0.97594 1.44476
O: -0.65518 -2.14862 -1.54205
Cl: 1.09361 -1.84235 1.75369
H: 1.13386 2.50786 -0.65515
H: -1.57613 -1.30126 1.77170
O: 1.38068 -2.71008 -0.96639
C: 0.08631 -1.51196 0.45115
C: 0.98116 1.46602 -0.35024
C: 1.43112 0.54608 -1.38221
H: 1.34883 1.29683 0.71979
N: 0.26470 -2.20270 -0.71305
H: -2.07293 -0.97637 0.04584
C: -1.17845 -0.93208 0.84964

Total charge: 0
Frontier orbital gap (spin up / spin down): 8.90 / 5.77 eV
HOMO level (spin up / spin down): -9.04 / -7.81 eV

---

9.
C5H8N2S in the gas phase at a distorted geometry. Source: OMol25; level of theory: the ωB97M-V functional and the def2-TZVPD basis.

Element x y z (Å)
N: 1.44677 -0.00153 -0.58008
H: -3.35441 -1.13082 -0.23565
C: 0.31783 0.75771 -0.31588
H: -0.84751 -1.13276 -0.51414
H: 3.57302 0.30513 -0.60553
C: -0.90027 -0.07407 -0.28025
H: 1.39337 -1.19786 1.18392
C: 2.70044 0.14897 0.03943
C: 1.93028 -1.09299 0.23948
H: -4.13536 0.37433 0.10748
H: 2.23899 -2.03956 -0.21950
C: -2.11733 0.48938 -0.02184
N: -3.28845 -0.16717 0.01554
H: -2.14267 1.52570 0.35070
S: 0.42924 2.36259 -0.02527
H: 2.75608 0.87294 0.86158

Total charge: 0
Frontier orbital gap: 8.55 eV
HOMO level: -8.01 eV

---

total charge of number 4 (CHCl2NO3S)? 0

---

Which formula does entry 9 have? C5H8N2S

---

Repeat the seventh record exactly.
2 unconnected molecules or ions with the total composition C6H12NO at a distorted geometry. Source: OMol25; level of theory: the ωB97M-V functional and the def2-TZVPD basis.

Element x y z (Å)
O: 2.01369 0.65452 -0.50610
H: -0.25183 -1.53619 1.40101
C: -0.91202 0.29875 -1.48750
H: -0.10458 0.71770 -1.97953
N: -0.74743 -0.02982 -0.07005
C: -0.73651 -1.38728 0.34754
H: 3.56986 -1.39371 1.26404
H: -0.07792 -1.86382 -0.23057
C: -0.44698 0.82400 0.83025
H: -0.75441 2.53572 -0.38759
H: -0.13866 0.35124 1.70582
H: -1.65122 -1.77384 0.17010
C: 3.08736 -1.39360 0.25885
C: 2.40829 -0.38224 -0.12743
H: -1.03180 -0.47981 -2.17249
H: 0.40312 2.94052 0.69818
C: -0.52707 2.25985 0.58551
H: 3.43310 -2.18107 -0.36277
H: -1.18523 2.76925 1.19840
H: -1.79830 1.08795 -1.54100

Total charge: +1
Frontier orbital gap: 8.91 eV
HOMO level: -13.11 eV